Version P
2 unconnected molecules or ions with the total composition C4H11N2O. Source: OMol25; level of theory: wB97M-V/def2-TZVPD.

Geometry as XYZ:
```
18
Properties=species:S:1:pos:R:3:nbo_charge:R:1
O 1.506 1.035 -0.249 -0.49
C 0.505 0.429 -0.610 0.29
C -0.382 -0.455 0.095 -0.12
C -0.980 -1.637 -0.644 -0.49
C -2.354 -1.260 -1.266 -0.21
N -3.401 -0.905 -0.297 -0.85
N 4.442 2.557 2.433 -1.08
H 0.351 0.566 -1.705 0.11
H -0.072 -0.789 1.089 0.20
H -1.028 -2.615 -0.171 0.22
H -0.196 -1.866 -1.387 0.23
H -2.618 -2.008 -2.013 0.20
H -2.194 -0.338 -1.827 0.18
H -2.990 -0.406 0.473 0.37
H -4.005 -1.686 -0.106 0.37
H 4.579 1.582 2.662 0.36
H 4.896 2.744 1.554 0.36
H 3.466 2.774 2.425 0.36
```

Spin multiplicity ... 2
HOMO (spin up / spin down) ... -9.3 / -9.5 eV
Expectation value of S² ... 0.7651
Kohn-Sham gap (spin up / spin down) ... 10.2 / 7.8 eV

Version Q
A single C4H11N2O molecule. Source: OMol25; level of theory: wB97M-V/def2-TZVPD.

Geometry as XYZ:
```
18
Properties=species:S:1:pos:R:3:nbo_charge:R:1
N -0.340 0.492 -2.063 -1.03
C -0.014 -0.041 -0.744 -0.25
C 1.452 0.237 -0.471 -0.64
C -0.864 0.664 0.380 0.67
N -0.873 0.162 1.636 -0.62
C -0.128 -1.073 2.015 -0.41
O -1.526 1.609 -0.003 -0.61
H -1.365 0.529 -2.330 0.37
H 0.017 1.444 -2.294 0.40
H 0.047 -0.175 -2.799 0.20
H -0.313 -1.086 -0.661 0.23
H 1.646 1.308 -0.643 0.23
H 1.828 0.130 0.536 0.22
H 2.076 -0.409 -1.103 0.23
H -1.723 0.227 2.172 0.41
H 0.927 -0.915 1.845 0.21
H -0.495 -1.919 1.447 0.19
H -0.354 -1.184 3.078 0.22
```

Spin multiplicity ... 2
HOMO (spin up / spin down) ... -3.5 / -10.2 eV
Expectation value of S² ... 0.7505
Kohn-Sham gap (spin up / spin down) ... 4.1 / 10.7 eV

Quick one: least stable of them? version Q

Version P
A single C3H2F2O molecule. Source: OMol25; level of theory: wB97M-V/def2-TZVPD.

Geometry as XYZ:
```
8
Properties=species:S:1:pos:R:3:nbo_charge:R:1
C -0.296 1.057 0.562 0.31
C 1.400 -0.077 -0.152 0.61
C -0.769 -0.315 0.087 -0.24
O 0.483 -1.010 -0.004 -0.46
F -0.677 1.979 -0.255 -0.32
F 2.620 -0.576 -0.041 -0.31
H -1.399 -0.944 0.651 0.22
H -1.362 -0.115 -0.848 0.19
```

HOMO (spin up / spin down) ... -8.7 / -8.7 eV
Kohn-Sham gap (spin up / spin down) ... 8.4 / 8.4 eV

Version Q
2 unconnected molecules or ions with the total composition C3H2F2O. Source: OMol25; level of theory: wB97M-V/def2-TZVPD.

Geometry as XYZ:
```
8
Properties=species:S:1:pos:R:3:nbo_charge:R:1
C -1.366 1.200 -0.059 -0.39
C -0.244 0.785 0.066 -0.21
C 1.919 0.169 -0.018 1.11
O 2.206 -0.985 -0.631 -0.65
F 2.416 1.166 -0.687 -0.29
F 2.227 0.315 1.267 -0.30
H -2.271 1.650 0.274 0.23
H 2.077 -1.729 -0.105 0.51
```

HOMO ... -10.0 eV
Kohn-Sham gap ... 9.9 eV

Quick one: least stable of them? version P

Version P
5 unconnected molecules or ions with the total composition C26H66N4O10. Source: OMol25; level of theory: wB97M-V/def2-TZVPD.

Geometry as XYZ:
```
106
Properties=species:S:1:pos:R:3:lowdin_charge:R:1
C 3.770 1.156 2.250 -0.08
O 2.920 2.236 2.566 -0.16
C 2.029 2.530 1.520 -0.23
C 1.343 3.860 1.825 -0.15
N 0.331 4.115 0.770 -0.10
C -0.329 5.408 0.893 -0.18
C -1.143 5.526 2.163 -0.24
O -2.016 6.619 1.977 -0.19
C -2.698 6.954 3.159 -0.12
H 4.213 1.269 1.255 0.07
H 3.213 0.206 2.267 0.07
H 4.550 1.116 3.004 0.09
H 1.257 1.748 1.422 0.11
H 2.576 2.600 0.567 0.12
H 2.110 4.649 1.791 0.13
H 0.917 3.842 2.825 0.13
H 0.882 4.131 -0.086 0.13
H -1.023 5.538 0.057 0.13
H 0.364 6.261 0.826 0.13
H -0.508 5.709 3.043 0.12
H -1.736 4.625 2.366 0.12
H -3.083 6.072 3.687 0.09
H -3.543 7.584 2.884 0.09
H -2.051 7.502 3.857 0.09
C -4.745 -2.571 -3.007 -0.11
O -4.337 -2.888 -1.713 -0.18
C -3.593 -1.876 -1.107 -0.24
C -2.794 -2.485 0.010 -0.21
N -1.973 -3.569 -0.495 -0.03
C -1.369 -4.331 0.591 -0.21
C -0.705 -5.595 0.116 -0.21
O -1.694 -6.633 0.039 -0.20
C -1.289 -7.703 -0.772 -0.13
H -5.577 -1.857 -2.987 0.09
H -5.072 -3.494 -3.480 0.09
H -3.912 -2.160 -3.590 0.09
H -4.241 -1.081 -0.709 0.13
H -2.900 -1.406 -1.824 0.12
H -3.507 -2.818 0.786 0.13
H -2.132 -1.721 0.422 0.09
H -2.576 -4.186 -1.031 0.11
H -2.202 -4.610 1.260 0.13
H -0.611 -3.832 1.192 0.08
H 0.058 -5.907 0.837 0.13
H -0.298 -5.437 -0.890 0.12
H -0.366 -8.164 -0.397 0.09
H -1.158 -7.377 -1.809 0.09
H -2.069 -8.463 -0.728 0.09
C 1.115 -2.111 -0.985 -0.10
O 0.938 -1.356 0.197 -0.19
C 1.520 -1.974 1.320 -0.23
C 0.977 -1.358 2.584 -0.21
N -0.360 -1.874 2.902 -0.04
C -1.008 -1.105 3.945 -0.22
C -2.483 -1.413 4.047 -0.23
O -3.133 -0.888 2.922 -0.22
C -4.529 -0.893 3.017 -0.11
H 2.176 -2.185 -1.256 0.08
H 0.596 -1.573 -1.778 0.09
H 0.669 -3.104 -0.907 0.07
H 2.613 -1.844 1.334 0.12
H 1.307 -3.050 1.339 0.11
H 0.918 -0.269 2.405 0.10
H 1.614 -1.543 3.449 0.13
H -0.906 -1.854 2.048 0.07
H -0.931 -0.018 3.762 0.12
H -0.536 -1.320 4.906 0.12
H -2.842 -0.962 4.991 0.13
H -2.649 -2.496 4.173 0.13
H -4.929 -1.911 3.114 0.09
H -4.942 -0.430 2.123 0.09
H -4.866 -0.315 3.889 0.09
C 5.759 1.995 -1.982 -0.10
O 4.631 1.990 -1.128 -0.19
C 3.911 0.784 -1.155 -0.25
C 3.214 0.475 -2.467 -0.19
N 2.257 1.556 -2.780 -0.03
C 1.579 1.399 -4.057 -0.23
C 2.469 1.497 -5.267 -0.22
O 3.341 0.401 -5.487 -0.21
C 2.691 -0.777 -5.891 -0.12
H 6.558 1.342 -1.606 0.09
H 6.156 3.012 -1.984 0.09
H 5.495 1.732 -3.009 0.08
H 3.139 0.873 -0.384 0.09
H 4.565 -0.062 -0.890 0.13
H 2.658 -0.464 -2.290 0.09
H 3.914 0.319 -3.280 0.10
H 1.557 1.466 -2.050 0.06
H 0.805 2.166 -4.128 0.12
H 1.020 0.438 -4.093 0.11
H 3.106 2.380 -5.194 0.13
H 1.814 1.631 -6.144 0.12
H 2.227 -1.292 -5.045 0.08
H 3.433 -1.419 -6.359 0.09
H 1.912 -0.556 -6.634 0.09
C -1.143 0.997 -0.544 -0.21
C -1.586 1.063 0.881 -0.25
O -1.922 2.370 1.281 -0.06
O 0.133 1.620 -0.699 -0.09
H -1.881 1.444 -1.230 0.13
H -1.080 -0.036 -0.903 0.09
H -0.798 0.592 1.492 0.10
H -2.449 0.421 1.073 0.10
H -1.177 2.940 1.020 0.03
H 0.082 2.456 -0.211 0.03
```

HOMO ... -8.5 eV
Kohn-Sham gap ... 9.1 eV

Version Q
5 unconnected molecules or ions with the total composition C26H66N4O10. Source: OMol25; level of theory: wB97M-V/def2-TZVPD.

Geometry as XYZ:
```
106
Properties=species:S:1:pos:R:3:lowdin_charge:R:1
C 1.563 0.549 2.947 -0.14
O 0.866 1.193 3.955 -0.16
C -0.596 0.992 3.888 -0.15
C -1.267 1.982 2.935 -0.20
N -2.496 1.553 2.271 -0.04
C -2.271 0.323 1.541 -0.17
C -3.311 0.067 0.418 -0.37
O -3.015 -0.579 -0.585 -0.18
C -3.958 -0.686 -1.630 -0.04
H 1.052 0.009 2.190 0.07
H 2.131 -0.213 3.420 0.08
H 2.330 1.205 2.535 0.08
H -1.090 1.002 4.813 0.10
H -0.781 -0.076 3.593 0.12
H -0.554 2.258 2.134 0.11
H -1.504 2.915 3.418 0.09
H -2.798 2.347 1.709 0.07
H -2.369 -0.592 2.107 0.12
H -1.333 0.374 1.010 0.11
H -3.604 1.056 0.133 0.10
H -4.175 -0.399 0.845 0.13
H -4.353 0.291 -1.787 0.09
H -4.735 -1.415 -1.446 0.10
H -3.530 -1.093 -2.572 0.09
C 3.322 0.513 -3.923 -0.08
O 2.470 0.468 -2.800 -0.23
C 1.295 -0.187 -3.091 -0.24
C 0.354 -0.228 -1.911 -0.18
N -0.920 -0.907 -2.283 -0.04
C -0.737 -2.347 -2.374 -0.20
C -1.477 -2.907 -3.520 -0.43
O -1.342 -4.084 -3.849 -0.11
C -0.115 -4.445 -4.483 -0.04
H 3.623 -0.467 -4.278 0.09
H 4.206 1.061 -3.718 0.08
H 2.840 1.034 -4.785 0.11
H 1.531 -1.207 -3.465 0.12
H 0.791 0.287 -3.978 0.13
H 0.009 0.727 -1.571 0.09
H 0.824 -0.735 -1.094 0.10
H -1.693 -0.701 -1.595 0.07
H -1.202 -2.789 -1.435 0.15
H 0.330 -2.625 -2.425 0.10
H -1.552 -2.284 -4.449 0.15
H -2.523 -2.818 -3.289 0.11
H 0.694 -4.286 -3.768 0.08
H 0.089 -3.793 -5.302 0.08
H 0.040 -5.477 -4.863 0.10
C -4.331 6.784 4.101 -0.13
O -3.649 5.577 4.337 -0.17
C -3.695 4.715 3.200 -0.21
C -2.669 5.111 2.169 -0.24
N -2.976 4.385 1.005 -0.08
C -1.831 4.190 0.166 -0.20
C -2.028 3.135 -0.871 -0.39
O -1.241 3.093 -1.823 -0.16
C -1.593 2.192 -2.876 0.01
H -3.870 7.457 3.329 0.09
H -4.361 7.390 5.003 0.08
H -5.356 6.593 3.794 0.08
H -4.709 4.733 2.791 0.12
H -3.461 3.709 3.435 0.09
H -1.615 4.911 2.509 0.14
H -2.739 6.217 1.964 0.13
H -3.629 4.957 0.425 0.15
H -0.856 3.943 0.645 0.12
H -1.586 5.113 -0.380 0.14
H -3.022 3.242 -1.174 0.12
H -1.907 2.193 -0.345 0.11
H -2.042 2.809 -3.601 0.09
H -2.332 1.423 -2.526 0.10
H -0.701 1.818 -3.363 0.09
C 2.982 -8.120 3.050 -0.14
O 2.367 -6.969 3.505 -0.18
C 2.929 -5.743 2.944 -0.19
C 2.363 -5.457 1.615 -0.21
N 2.798 -4.134 1.165 -0.05
C 2.396 -3.770 -0.216 -0.17
C 3.008 -2.459 -0.557 -0.38
O 4.258 -2.381 -0.605 -0.10
C 4.771 -1.107 -0.524 -0.08
H 2.582 -8.339 2.088 0.08
H 2.695 -8.864 3.722 0.07
H 4.068 -8.056 3.042 0.09
H 3.997 -5.723 2.998 0.12
H 2.597 -5.030 3.625 0.11
H 1.290 -5.382 1.649 0.13
H 2.793 -6.121 0.916 0.10
H 3.768 -4.075 1.271 0.08
H 1.328 -3.671 -0.311 0.11
H 2.681 -4.629 -0.849 0.12
H 2.527 -1.775 0.122 0.12
H 2.653 -2.211 -1.561 0.12
H 4.360 -0.486 -1.316 0.07
H 5.720 -1.141 -1.007 0.09
H 4.686 -0.512 0.423 0.12
C 1.975 2.212 -0.009 -0.26
C 2.171 3.163 -1.040 -0.29
O 1.101 4.044 -1.150 -0.04
O 2.712 1.006 -0.180 -0.06
H 0.923 1.991 0.057 0.10
H 2.289 2.651 0.960 0.14
H 2.305 2.653 -1.936 0.09
H 3.153 3.657 -0.966 0.14
H 0.315 3.552 -1.423 0.03
H 2.606 0.628 -1.030 0.00
```

HOMO ... -8.6 eV
Kohn-Sham gap ... 9.2 eV

Quick one: least stable of them? version Q

Version P
A molecular structure, C39H35AsN7O9S3V. Source: OMol25; level of theory: wB97M-V/def2-TZVPD.

Geometry as XYZ:
```
95
Properties=species:S:1:pos:R:3:lowdin_charge:R:1
V -0.502 -0.513 -0.326 1.06
C -1.193 3.924 -3.447 -0.03
C -0.388 3.417 -4.454 -0.05
C -0.196 2.048 -4.536 -0.04
C -0.813 1.231 -3.589 -0.26
N -1.594 1.719 -2.633 0.13
C -1.782 3.030 -2.563 -0.11
C -0.705 -0.258 -3.628 -0.17
C -0.461 -0.898 -4.837 0.02
C -0.459 -2.280 -4.900 0.00
C -0.820 -2.994 -3.774 0.03
C -1.110 -2.288 -2.617 -0.18
N -0.954 -0.959 -2.508 0.12
C -1.674 -2.962 -1.429 -0.19
C -2.237 -4.224 -1.482 0.03
C -2.797 -4.762 -0.335 -0.01
C -2.775 -4.024 0.833 0.00
C -2.193 -2.770 0.813 -0.07
N -1.677 -2.247 -0.297 0.01
H -1.378 4.985 -3.354 0.11
H 0.081 4.077 -5.172 0.12
H 0.427 1.639 -5.319 0.11
H -2.450 3.367 -1.778 0.11
H -0.301 -0.313 -5.730 0.12
H -0.223 -2.788 -5.825 0.12
H -0.867 -4.071 -3.786 0.12
H -2.256 -4.776 -2.408 0.12
H -3.246 -5.746 -0.359 0.12
H -3.194 -4.399 1.755 0.12
H -2.135 -2.164 1.703 0.10
O 2.194 0.313 1.894 -0.21
As 1.204 -1.047 2.378 1.02
O 0.773 -0.945 3.933 -0.41
O -0.261 -0.696 1.427 -0.48
C 2.399 -2.530 2.036 -0.22
C 2.976 -2.928 3.243 -0.08
C 3.988 -3.877 3.249 -0.05
C 4.428 -4.433 2.060 -0.05
C 3.845 -4.053 0.860 -0.04
C 2.831 -3.109 0.844 -0.25
S 2.126 -2.726 -0.740 0.51
O 1.850 -3.959 -1.420 -0.27
O 3.027 -1.810 -1.402 -0.30
O 0.867 -2.074 -0.274 -0.45
H 2.006 1.027 2.521 0.06
H 2.620 -2.492 4.168 0.10
H 4.425 -4.183 4.190 0.11
H 5.214 -5.176 2.065 0.12
H 4.158 -4.506 -0.072 0.12
N -6.227 -0.780 4.728 0.12
C -5.577 -0.428 3.573 -0.31
C -4.180 -0.478 3.499 -0.01
C -3.528 -0.161 2.323 -0.09
C -4.256 0.209 1.202 -0.30
C -5.644 0.281 1.265 -0.05
C -6.298 -0.038 2.437 -0.02
S -3.529 0.556 -0.355 0.65
O -3.602 -0.625 -1.167 -0.28
O -4.067 1.770 -0.889 -0.28
N -1.880 0.776 -0.019 -0.19
C -1.552 1.934 0.721 -0.44
N -2.527 2.587 1.343 0.15
C -2.178 3.644 2.061 -0.08
C -0.860 4.047 2.196 -0.02
C 0.075 3.293 1.513 -0.11
N -0.257 2.247 0.758 0.13
H -5.701 -0.839 5.581 0.10
H -7.198 -0.548 4.829 0.10
H -3.602 -0.755 4.372 0.12
H -2.446 -0.178 2.303 0.09
H -6.213 0.594 0.400 0.12
H -7.378 0.018 2.481 0.12
H -2.984 4.175 2.556 0.12
H -0.579 4.897 2.799 0.11
H 1.131 3.529 1.565 0.10
C 6.329 3.483 1.658 -0.04
C 5.154 3.007 0.853 -0.25
C 5.052 1.669 0.466 -0.01
C 3.974 1.210 -0.265 -0.06
C 2.973 2.116 -0.603 -0.41
C 3.053 3.456 -0.245 -0.10
C 4.147 3.894 0.486 -0.03
S 1.640 1.694 -1.659 1.08
C 2.591 0.959 -2.983 -0.17
O 0.925 0.440 -1.111 -0.58
H 7.129 2.745 1.669 0.08
H 6.033 3.672 2.692 0.09
H 6.726 4.415 1.257 0.09
H 5.833 0.975 0.750 0.12
H 3.896 0.170 -0.557 0.10
H 2.276 4.149 -0.543 0.11
H 4.222 4.938 0.765 0.12
H 3.075 0.068 -2.587 0.04
H 3.316 1.705 -3.307 0.09
H 1.916 0.704 -3.790 0.04
```

Spin multiplicity ... 2
HOMO (spin up / spin down) ... -10.1 / -10.1 eV
Expectation value of S² ... 0.7709
Kohn-Sham gap (spin up / spin down) ... 6.0 / 6.7 eV
Total charge ... +1

Version Q
A molecular structure, C39H35AsN7O9S3V. Source: OMol25; level of theory: wB97M-V/def2-TZVPD.

Geometry as XYZ:
```
95
Properties=species:S:1:pos:R:3:lowdin_charge:R:1
V -1.529 0.761 -0.374 0.99
C 3.121 -1.269 -3.063 -0.06
C 3.809 -0.600 -2.068 -0.06
C 3.176 0.423 -1.383 -0.01
C 1.883 0.781 -1.755 -0.21
N 1.217 0.136 -2.709 0.13
C 1.820 -0.878 -3.329 -0.11
C 1.254 2.030 -1.216 -0.15
C 2.075 3.113 -0.941 0.02
C 1.524 4.315 -0.550 0.01
C 0.153 4.459 -0.542 0.01
C -0.629 3.370 -0.848 -0.20
N -0.090 2.156 -1.115 0.11
C -2.118 3.440 -0.946 -0.18
C -2.821 4.622 -1.061 0.02
C -4.184 4.579 -1.294 -0.01
C -4.822 3.354 -1.416 -0.01
C -4.074 2.208 -1.270 -0.08
N -2.760 2.252 -1.024 0.02
H 3.581 -2.071 -3.626 0.12
H 4.834 -0.857 -1.830 0.12
H 3.679 0.928 -0.571 0.10
H 1.233 -1.380 -4.091 0.11
H 3.144 3.008 -1.023 0.12
H 2.161 5.144 -0.265 0.13
H -0.303 5.390 -0.239 0.12
H -2.301 5.567 -0.998 0.13
H -4.741 5.501 -1.417 0.13
H -5.882 3.288 -1.616 0.13
H -4.509 1.225 -1.342 0.13
O -2.413 -0.561 2.485 -0.23
As -3.702 -0.403 1.325 0.95
O -4.859 -1.507 1.559 -0.39
O -3.062 -0.314 -0.291 -0.47
C -4.354 1.402 1.693 -0.22
C -5.731 1.530 1.619 -0.08
C -6.341 2.756 1.852 -0.05
C -5.577 3.877 2.143 -0.05
C -4.196 3.777 2.217 -0.05
C -3.584 2.549 2.000 -0.24
S -1.812 2.524 2.253 0.63
O -1.545 2.061 3.561 -0.21
O -1.305 3.796 1.858 -0.23
O -1.391 1.471 1.131 -0.46
H -2.263 -1.501 2.688 0.07
H -6.315 0.641 1.412 0.11
H -7.421 2.829 1.817 0.12
H -6.056 4.831 2.330 0.12
H -3.574 4.633 2.453 0.12
N 3.794 -5.626 -2.040 0.12
C 2.729 -4.923 -1.515 -0.30
C 1.440 -5.469 -1.521 -0.02
C 0.363 -4.754 -1.041 -0.05
C 0.559 -3.470 -0.562 -0.30
C 1.831 -2.897 -0.565 -0.07
C 2.911 -3.623 -1.026 -0.03
S -0.710 -2.524 0.203 0.67
O -0.314 -2.389 1.577 -0.35
O -2.029 -3.032 -0.018 -0.26
N -0.530 -0.979 -0.603 -0.12
C -1.072 -1.054 -1.877 -0.51
N -1.171 -2.191 -2.558 0.17
C -1.813 -2.128 -3.713 -0.06
C -2.338 -0.944 -4.231 -0.01
C -2.176 0.182 -3.472 -0.07
N -1.545 0.141 -2.297 0.00
H 3.696 -6.617 -2.171 0.10
H 4.722 -5.310 -1.824 0.09
H 1.291 -6.478 -1.894 0.12
H -0.631 -5.189 -1.040 0.13
H 1.960 -1.885 -0.204 0.09
H 3.907 -3.189 -1.005 0.11
H -1.916 -3.066 -4.249 0.13
H -2.861 -0.922 -5.175 0.11
H -2.555 1.146 -3.785 0.13
C 6.506 -2.421 2.608 -0.04
C 5.117 -1.846 2.457 -0.27
C 4.933 -0.525 2.059 -0.03
C 3.656 0.018 1.948 -0.09
C 2.550 -0.771 2.212 -0.38
C 2.711 -2.106 2.574 -0.08
C 3.988 -2.628 2.706 -0.03
S 0.916 0.009 2.130 0.94
C 0.687 -0.092 3.923 -0.19
O 1.231 1.452 1.796 -0.52
H 7.233 -1.629 2.787 0.08
H 6.805 -2.951 1.700 0.08
H 6.545 -3.132 3.434 0.08
H 5.800 0.095 1.854 0.11
H 3.498 1.064 1.705 0.10
H 1.843 -2.732 2.750 0.11
H 4.111 -3.658 3.025 0.12
H 1.579 0.299 4.410 0.08
H 0.524 -1.144 4.162 0.07
H -0.179 0.503 4.182 0.02
```

Spin multiplicity ... 2
HOMO (spin up / spin down) ... -10.3 / -10.3 eV
Expectation value of S² ... 0.7585
Kohn-Sham gap (spin up / spin down) ... 6.3 / 6.6 eV
Total charge ... +1

Quick one: least stable of them? version Q